(1)
Entry from the Open Molecules 2025 dataset: the ion C5H11N2 with charge +1 in a non-equilibrium geometry (the ωB97M-V functional and the def2-TZVPD basis).

```
18
Properties=species:S:1:pos:R:3:forces:R:3
N -0.702 -2.224 -0.065 -2.37 -3.07 0.02
N 0.174 -0.362 -0.467 -0.06 0.91 -1.32
C 0.611 -1.776 -0.153 2.39 -0.75 -0.17
C -0.018 2.094 -0.565 1.69 -2.93 0.20
C -1.276 -0.963 -0.291 -0.35 2.31 1.67
C 0.082 -2.256 1.173 1.02 -2.84 -2.54
C 0.591 0.901 0.220 0.88 1.36 -0.14
H -0.091 -1.529 1.855 -0.61 1.93 2.32
H 0.315 -3.331 1.501 -0.19 2.04 -0.50
H -1.037 1.860 -0.466 -1.75 0.55 -0.12
H 0.280 1.931 -1.599 0.12 1.17 -0.19
H -1.874 -0.524 0.569 0.97 -0.39 -0.85
H 1.381 -2.326 -0.763 -0.68 1.17 0.61
H 0.268 -0.197 -1.545 0.11 -0.31 2.47
H 0.274 2.944 0.002 0.09 1.17 -0.41
H 0.290 1.152 1.215 -1.40 -1.47 0.96
H -1.828 -0.768 -1.187 -0.22 -0.48 -0.67
H 1.655 0.948 0.466 0.37 -0.37 -1.34
```
Positions in Å, forces in eV/Å.

Properties
Energy ... -8333.2683 eV
Multiplicity ... 1
SMILES ... CC[N@@H+]1CN2C[C@@H]21
Charge ... +1

---

(2)
Entry from the Open Molecules 2025 dataset: a structure of composition C5H11N3 in a non-equilibrium geometry (the ωB97M-V functional and the def2-TZVPD basis).

```
19
Properties=species:S:1:pos:R:3:forces:R:3
N -0.107 -0.760 1.878 0.24 -1.37 0.81
N -2.012 -1.225 0.600 -0.82 -1.15 0.11
N 0.367 -1.704 -0.960 -0.14 1.67 -1.17
C -0.844 1.062 -0.037 -1.13 -1.51 2.95
C -0.888 -0.591 0.946 0.72 5.16 -1.56
C 1.183 0.296 -2.356 -0.44 0.60 -0.06
C 0.512 -0.680 -1.499 1.29 -2.89 0.30
C 1.091 -0.017 2.144 -0.26 0.23 -0.49
H 1.864 -0.278 1.414 0.05 -0.04 0.13
H 0.050 1.666 -0.184 0.21 -0.57 -0.41
H 1.883 0.897 -1.771 -0.09 -0.09 0.00
H -2.811 -0.673 0.330 0.32 -0.32 -0.33
H -1.895 -2.174 0.282 -0.41 0.09 0.05
H 1.439 -0.255 3.148 0.06 0.08 -0.11
H -1.338 1.600 0.782 -0.19 0.26 -0.10
H 0.905 1.061 2.060 0.09 -0.01 0.08
H -1.585 1.042 -0.839 0.51 -0.18 -0.26
H 0.448 0.969 -2.802 0.19 -0.03 -0.08
H 1.736 -0.239 -3.135 -0.19 0.08 0.14
```
Positions in Å, forces in eV/Å.

Properties
Energy ... -9830.7763 eV
Multiplicity ... 1

---

(3)
Entry from the Open Molecules 2025 dataset: a structure of composition C3H4NO5 in a non-equilibrium geometry (the ωB97M-V functional and the def2-TZVPD basis).

```
13
Properties=species:S:1:pos:R:3:forces:R:3
O 1.814 -1.326 0.915 -0.85 0.24 -2.32
O 1.468 1.649 0.503 -0.52 0.80 -1.34
O -0.083 0.216 1.684 -1.88 -0.23 0.93
O 0.733 -1.634 -1.141 1.25 -0.03 0.60
O 0.345 1.552 -1.470 0.37 -0.31 1.44
N 0.516 1.203 -0.265 2.30 1.68 -0.05
C -1.402 -0.250 -0.416 1.16 0.47 -0.37
C 1.127 -1.186 -0.089 0.03 -0.96 1.00
C -0.166 0.243 0.359 -2.62 -2.48 -2.68
H -1.159 -0.230 -1.521 -0.44 0.05 1.58
H 0.736 0.695 1.739 1.67 0.85 1.04
H -2.281 0.310 -0.176 -0.56 0.90 -0.03
H -1.648 -1.242 -0.120 0.10 -0.98 0.18
```
Positions in Å, forces in eV/Å.

Properties
Energy ... -14901.7337 eV
Multiplicity ... 1
Charge ... -1

---

(4)
Entry from the Open Molecules 2025 dataset: a structure of composition C11H2AuN4O7S2 in a non-equilibrium geometry (the ωB97M-V functional and the def2-TZVPD basis).

```
27
Properties=species:S:1:pos:R:3:forces:R:3
Au -0.088 0.111 -0.077 0.49 0.21 -0.34
S 1.251 0.661 -1.981 -0.88 -0.84 1.24
S -0.506 2.446 0.179 -0.10 -1.74 0.31
O 0.374 -1.892 -0.375 0.03 1.00 -0.23
O 1.695 -5.581 -1.457 -0.10 0.20 0.08
O -1.747 -6.327 3.461 0.10 0.05 -0.15
O -0.587 -7.517 2.092 -0.05 0.20 0.02
O -1.223 -0.426 1.560 0.33 1.04 -0.63
O 1.715 -3.482 -1.894 -0.15 -0.04 0.21
O -2.127 -1.719 3.076 0.12 0.19 -0.21
N 1.534 3.344 -4.457 -0.01 -0.04 0.10
N 1.356 -4.424 -1.218 0.33 -0.25 -0.40
N -1.026 -6.445 2.485 -0.10 -0.44 0.23
N -0.593 5.471 -1.859 0.05 -0.09 0.02
C 0.145 -5.352 0.641 0.02 -0.11 0.00
C 0.019 -2.904 0.326 -0.08 -0.52 0.21
C 0.036 3.025 -1.354 0.50 -0.22 -0.66
C 0.759 2.292 -2.236 -0.35 0.75 0.35
C -0.668 -5.253 1.749 0.08 0.58 -0.22
C -0.297 4.378 -1.651 -0.16 0.36 0.01
C 0.487 -4.217 -0.061 -0.26 0.45 0.28
C -1.140 -4.011 2.158 -0.04 -0.38 0.12
C -1.431 -1.590 2.082 -0.05 -0.78 0.24
C 1.184 2.889 -3.459 0.16 0.06 -0.37
C -0.821 -2.856 1.484 0.12 0.35 -0.23
H 0.521 -6.308 0.314 0.00 -0.02 -0.01
H -1.775 -3.934 3.027 -0.02 0.05 0.01
```
Positions in Å, forces in eV/Å.

Properties
Energy ... -57091.9334 eV
Multiplicity ... 1
Charge ... -1